Here is a cluster of 2 separate species, C4H11NO2 in total from the Open Molecules 2025 dataset. Energies are from ωB97M-V/def2-TZVPD.

Summary:
* E_tot: -9910.61357 eV
* HOMO: -9.699 eV
* SMILES: CCNCC=O.O

```
! wB97M-V def2-TZVPD RIJCOSX def2/J DEFGRID3
* xyz 0 1
C 0.182 0.614 -2.654
C 0.184 0.241 -1.176
N 0.325 -1.231 -1.014
C 0.619 -1.608 0.374
C -0.522 -1.178 1.254
O -0.423 -0.376 2.143
H 1.106 1.100 -2.969
H -0.710 1.176 -2.943
H 0.109 -0.308 -3.223
H -0.759 0.524 -0.701
H 1.003 0.728 -0.627
H 1.144 -1.482 -1.559
H 0.645 -2.701 0.374
H 1.556 -1.205 0.787
H -1.507 -1.623 1.017
H -0.673 1.730 3.744
H -1.113 3.072 3.184
O -1.166 2.528 3.989
*
```

=====

Here is a structure of composition C4H14N4O15V at a distorted geometry from the Open Molecules 2025 dataset. Energies are from ωB97M-V/def2-TZVPD.

Summary:
* E_tot: -66720.72470 eV
* HOMO (alpha / beta): -4.926 / -4.934 eV

```
! wB97M-V def2-TZVPD RIJCOSX def2/J DEFGRID3
* xyz -1 3
V -0.739 -0.126 -0.183
N -2.145 -2.455 0.081
O -1.037 -2.353 0.483
O -2.454 -3.392 -0.620
O -2.688 -1.333 0.035
N -2.457 2.619 0.344
O -2.467 3.156 1.420
O -2.624 3.316 -0.629
O -2.114 1.496 0.237
N -2.014 1.047 -3.279
O -2.521 2.123 -3.163
O -1.622 0.456 -2.311
O -1.764 0.571 -4.360
N 1.128 2.522 -0.792
O 2.087 2.900 -0.142
O 0.658 3.098 -1.771
O 0.572 1.468 -0.432
C 3.603 -0.304 1.894
C 2.800 -1.072 0.770
O 1.424 -1.014 1.138
H 3.241 -0.417 2.916
H 3.569 0.765 1.681
H 4.622 -0.671 1.778
H 3.101 -2.112 0.648
H 2.844 -0.661 -0.239
H 1.380 -1.661 1.846
C 1.141 -0.763 -2.869
O 0.510 -1.123 -1.596
H 0.747 -1.454 -3.614
H 0.935 0.275 -3.129
H 2.226 -0.869 -2.869
H 0.767 -2.025 -1.390
C -2.025 -0.540 3.071
O -1.032 0.004 2.233
H -2.934 0.058 3.129
H -2.201 -1.537 2.667
H -1.767 -0.640 4.126
H -0.751 0.646 2.889
*
```